(1)
Entry from OMol25: a molecular structure, C37H37NO29P2 at a distorted geometry (ωB97M-V/def2-TZVPD).

Spin multiplicity: 1
Calculated total energy in eV: -118414.7814
Net charge: 0

Last column: Löwdin charge in e.
Atoms and positions in Å:
H1 -1.978 -0.400 0.038  0.1224
C1 1.682 -6.862 -7.682  0.0754
H2 -2.042 2.533 2.475  0.0833
C2 -0.601 0.912 2.262  -0.1650
O1 -4.743 1.912 3.438  -0.1835
C3 6.855 1.754 0.069  -0.2908
H3 -0.746 1.559 -0.315  0.0499
H4 -1.101 -1.890 0.209  0.1227
O2 -3.055 0.840 1.887  -0.1632
C4 -0.227 5.226 3.311  -0.2195
O3 2.119 -4.561 -7.822  0.1186
O4 -10.928 -0.532 3.982  0.0940
H5 -2.168 1.288 3.698  0.1281
O5 6.924 -2.027 0.807  0.0868
C5 1.619 -8.054 -6.856  -0.3125
C6 -0.107 1.050 -1.025  -0.0419
C7 -8.130 -1.359 1.967  -0.2227
P1 -4.181 3.534 -0.174  0.3055
H6 0.198 9.613 2.693  0.1266
O6 7.788 5.356 1.703  0.1064
C8 -9.959 -3.115 1.740  0.0686
H7 2.532 -6.646 -3.793  0.1274
H8 1.564 -9.738 -5.331  0.1222
H9 1.194 -1.847 -3.411  0.0781
O7 -0.874 4.568 1.146  0.0751
C9 2.382 -5.574 -5.672  -0.3069
H10 -0.771 7.066 0.372  0.1376
H11 -0.061 1.599 1.611  0.0959
C10 -0.512 6.873 1.403  0.0770
O8 1.836 -9.050 -4.693  0.1219
H12 0.456 -0.876 1.841  0.1161
C11 -10.184 -1.114 3.210  -0.3209
O9 2.949 -4.621 -1.947  0.1088
H13 -8.510 0.267 3.286  0.1353
O10 3.686 -2.175 -2.612  0.0965
O11 -4.184 3.147 1.394  -0.1944
C12 -1.980 1.457 2.637  -0.2011
O12 2.716 -4.478 -5.253  0.0996
O13 -2.843 2.994 -0.834  -0.0865
O14 0.537 8.510 4.380  0.1219
H14 7.750 3.145 3.143  0.1357
C13 -8.868 -0.650 2.841  0.0756
C14 -8.644 -2.639 1.351  -0.3107
O15 -6.922 -0.989 1.591  0.0916
H15 0.869 1.524 -1.125  0.0932
C15 7.195 1.870 1.532  -0.2288
C16 7.146 4.131 -0.178  -0.2348
H16 -10.311 -4.040 1.306  0.1333
H17 2.399 -3.876 -7.185  0.1205
C17 5.958 -2.576 0.066  -0.2155
O16 6.241 -4.473 1.394  0.1054
C18 -0.153 7.851 2.250  -0.2283
O17 6.604 0.637 -0.344  0.0922
C19 -0.578 -0.535 1.748  -0.1554
C20 2.039 -5.692 -7.134  -0.2338
O18 -11.895 -2.771 3.021  0.1096
H18 6.580 2.858 -1.786  0.1363
C21 1.011 -0.930 -2.859  0.0020
H19 -4.375 0.177 4.159  0.1018
H20 -0.572 3.465 2.873  0.0641
H21 0.380 6.006 5.192  0.1397
H22 -0.592 1.164 -1.999  0.0981
C22 7.502 3.048 2.096  0.0736
H23 1.436 -6.961 -8.730  0.1363
C23 0.206 7.569 3.687  -0.3078
H24 -12.185 -2.075 3.643  0.1178
H25 7.177 -2.719 1.453  0.1244
N1 0.017 -0.393 -0.676  -0.0975
O19 -0.086 9.122 1.896  0.1309
C24 3.927 -4.057 -1.251  -0.2266
C25 4.292 -2.658 -1.675  -0.2885
H26 -0.035 0.915 3.199  0.1189
O20 1.319 -9.156 -7.273  0.1098
C26 0.134 6.198 4.158  0.0828
H27 -1.179 -1.153 2.418  0.1183
H28 5.569 -0.950 -1.253  0.1051
O21 -5.376 3.191 -0.920  -0.2021
H29 -6.615 -1.665 0.957  0.1275
C27 5.337 -1.955 -0.947  0.0822
O22 -3.975 5.112 -0.071  -0.0914
O23 -1.110 -1.754 -2.163  0.1074
C28 6.841 2.954 -0.742  0.0770
O24 -7.924 -3.215 0.556  0.1086
H30 2.678 -3.963 -2.619  0.1028
C29 4.556 -4.674 -0.241  0.0750
O25 -5.194 0.665 3.978  -0.0058
C30 1.938 -7.926 -5.387  -0.2318
C31 -0.565 5.508 1.868  -0.2886
P2 -4.430 1.630 1.864  0.4095
H31 7.411 5.962 -0.199  0.1218
H32 1.891 -0.651 -2.289  0.0667
C32 -0.140 -1.101 -1.898  -0.5189
C33 5.612 -3.984 0.472  -0.3133
H33 -2.081 3.340 -0.332  0.0553
C34 2.296 -6.755 -4.843  0.0753
H34 0.753 -0.144 -3.571  0.0923
O26 -0.306 3.951 3.673  0.1131
O27 7.154 5.275 -0.846  0.1190
H35 6.930 0.025 1.556  0.0944
C35 -1.003 -0.810 0.307  -0.1818
C36 7.509 4.248 1.283  -0.3157
H36 -3.875 5.466 -0.964  0.0985
O28 -5.462 0.871 1.190  -0.1759
H37 4.306 -5.678 0.073  0.1362
C37 -10.686 -2.405 2.613  -0.2390
O29 7.168 0.727 2.201  0.1197



(2)
Entry from OMol25: a molecular structure, C37H38Cl2O2P2Zn at a distorted geometry (ωB97M-V/def2-TZVPD).

Spin multiplicity: 1
Calculated total energy in eV: -135114.8169
Net charge: 0

Last column: Löwdin charge in e.
Atoms and positions in Å:
H1 2.217 -2.486 -0.968  0.0964
C1 -2.921 0.806 -2.644  -0.3710
H2 0.428 1.832 0.073  -0.0318
C2 2.539 1.836 -2.491  -0.3405
H3 2.854 4.845 -0.893  0.1102
H4 1.940 1.421 -5.744  0.0570
C3 -1.711 0.701 -5.760  -0.1056
C4 -2.821 -3.304 -3.025  -0.0839
H5 0.183 -0.745 -8.144  0.1100
C5 -0.373 -1.085 -3.525  -0.2880
H6 -1.997 1.332 -4.916  0.0893
C6 4.807 -0.544 -2.068  -0.0857
C7 5.618 -2.642 -1.160  -0.0852
H7 0.587 1.810 -8.062  0.1212
H8 -4.277 -3.660 0.561  0.1157
H9 -1.413 0.726 -7.830  0.1034
H10 1.757 0.622 0.366  -0.0217
H11 2.271 2.471 -0.446  0.0731
H12 2.018 -0.996 -5.949  0.1032
C8 -2.296 2.078 -2.493  -0.0981
H13 3.178 1.451 -4.515  0.0952
C9 2.516 2.797 -1.454  -0.0784
C10 0.989 -0.712 -3.367  -0.2799
H14 6.449 -3.311 -0.913  0.1038
C11 2.824 4.129 -1.720  -0.0722
C12 0.249 1.803 -7.006  -0.1752
C13 3.115 3.586 -4.066  -0.0809
H15 -5.039 4.100 -2.720  0.1037
O1 -0.261 -2.022 0.062  -0.1984
P1 2.031 0.143 -2.136  0.9998
C14 1.138 -0.452 -6.309  -0.1292
C15 -0.570 -3.049 2.158  -1.0235
C16 -4.339 0.759 -2.680  -0.0736
H16 3.287 3.906 -5.099  0.1081
C17 -5.093 1.936 -2.715  -0.0767
H17 -4.578 -5.504 -1.092  0.1071
C18 4.299 -3.040 -0.894  -0.0762
H18 4.099 -4.014 -0.436  0.1107
H19 0.188 0.435 1.172  -0.0226
H20 -2.327 -3.224 -3.993  0.0861
H21 -1.201 -2.568 -6.244  0.0974
O2 -1.676 -1.035 1.594  -0.0066
H22 3.338 5.576 -3.236  0.1041
H23 -0.508 -1.926 -4.243  0.0640
H24 -2.573 4.216 -2.415  0.1103
C19 -1.187 -1.579 -6.719  -0.1908
H25 -1.846 2.339 -7.139  0.1202
Zn1 -0.132 -0.403 -1.159  0.4729
C20 -0.860 -1.892 1.204  -0.8032
H26 6.905 -1.064 -1.904  0.1050
C21 3.241 -2.186 -1.196  -0.0806
H27 0.729 -2.230 -7.320  0.1146
C22 -3.069 3.244 -2.515  -0.0769
H28 -3.221 -1.518 -0.151  0.1042
H29 -4.820 -0.225 -2.672  0.1081
H30 4.996 0.408 -2.559  0.0960
H31 1.714 -1.248 -3.998  0.0540
C23 -4.022 -4.610 -1.375  -0.0752
C24 -4.458 3.182 -2.661  -0.0815
C25 -3.316 -2.353 -0.850  -0.0840
C26 -3.897 -3.555 -0.461  -0.0846
C27 3.478 -0.924 -1.786  -0.3265
C28 -3.468 -4.482 -2.649  -0.0795
C29 3.101 4.532 -3.032  -0.0783
Cl1 -0.973 -4.542 1.311  0.6250
H32 -1.192 -3.015 3.047  0.0615
Cl2 1.101 -2.832 2.651  0.6293
C30 -1.871 -0.625 -5.767  -0.1738
P2 -1.937 -0.686 -2.628  1.0280
C31 -1.252 1.420 -6.989  -0.1720
C32 0.675 0.779 0.241  -0.2830
H33 0.370 2.829 -6.621  0.1063
C33 -2.796 -2.192 -2.160  -0.3456
H34 -1.829 -1.661 -7.614  0.1224
H35 -2.685 -1.100 -5.194  0.0988
H36 -1.208 2.100 -2.331  0.0998
C34 1.118 0.882 -6.204  -0.1110
C35 5.871 -1.385 -1.730  -0.0882
H37 -3.576 -5.299 -3.371  0.1074
H38 -6.184 1.882 -2.792  0.1087
C36 2.956 2.231 -3.776  -0.1139
C37 0.233 -1.261 -7.183  -0.1786



(3)
Entry from OMol25: a molecular structure, C37H38CsN7O4 at a distorted geometry (ωB97M-V/def2-TZVPD).

Spin multiplicity: 1
Calculated total energy in eV: -58153.7321
Net charge: 0

Last column: Löwdin charge in e.
Atoms and positions in Å:
C1 -5.102 1.806 0.097  -0.0708
C2 -1.583 -5.458 1.688  0.0262
H1 -0.942 -7.439 3.585  0.0819
C3 2.782 1.838 -6.741  -0.0280
H2 3.116 1.878 7.321  0.0805
H3 3.653 -5.001 -1.356  0.1402
C4 3.585 -4.994 1.772  -0.1475
H4 4.765 -6.010 0.272  0.1273
H5 -2.603 -1.594 4.049  0.1112
C5 3.322 1.085 5.332  -0.2750
C6 1.260 1.241 -3.278  -0.5094
C7 4.506 1.184 -5.196  -0.1106
H6 -2.672 -0.133 1.385  0.0628
C8 3.715 -5.896 0.545  -0.1767
H7 -2.428 -5.582 2.360  0.1271
C9 0.706 -5.110 0.126  -0.1277
H8 4.750 1.354 6.911  0.0737
O1 0.549 2.043 -6.060  0.0303
H9 1.625 -4.104 -1.447  0.1459
C10 1.819 1.754 -5.730  -0.2785
H10 -3.500 -3.467 1.424  0.1336
H11 1.701 2.479 5.029  0.1312
C11 -0.564 -6.476 1.702  -0.2676
C12 -0.774 -7.702 2.539  -0.0531
H12 0.011 1.940 -5.219  0.0630
H13 -3.899 -1.300 1.927  0.1167
C13 -5.464 1.573 -1.223  -0.0730
C14 0.383 1.514 2.921  -0.1232
H14 2.454 2.131 -7.730  0.1102
C15 1.600 0.949 3.583  -0.1212
H15 3.827 0.805 -3.191  0.1052
N1 3.622 -2.544 2.192  0.0546
N2 -0.008 1.541 -3.571  -0.0044
H16 -0.756 -0.149 4.633  0.1256
H17 -3.109 0.076 3.799  0.1109
N3 -0.842 1.544 -2.482  -0.0625
H18 3.340 -6.897 0.755  0.1049
H19 2.530 -4.801 1.969  0.1037
H20 0.090 -8.362 2.489  0.0750
H21 4.792 -0.445 5.329  0.1176
N4 -2.780 1.779 -0.502  0.1093
H22 4.411 -3.434 0.520  0.1254
C16 -3.131 1.571 -1.785  -0.2662
C17 -2.836 -1.027 1.985  -0.2342
C18 3.378 -0.733 3.721  -0.1243
H23 -3.418 2.076 1.413  0.1030
H24 -5.842 1.919 0.878  0.0977
H25 -2.387 1.393 -3.857  0.1165
H26 2.752 -2.144 1.788  0.1195
H27 -1.648 -8.263 2.202  0.0834
H28 4.110 2.861 6.254  0.0812
C19 4.106 1.558 -6.476  -0.1035
H29 -0.335 -1.024 3.154  0.0980
C20 -1.505 -4.328 0.952  -0.0999
C21 0.560 -6.257 0.989  -0.0085
C22 -2.440 -3.220 1.261  -0.1076
H30 4.956 -2.199 3.707  0.1433
C23 3.854 1.834 6.519  -0.0570
N5 3.047 -5.324 -0.621  0.0359
C24 1.794 -4.843 -0.669  -0.0246
O2 -0.353 -3.214 -0.816  -0.1823
C25 2.210 1.372 -4.433  -0.0764
C26 3.556 1.095 -4.197  -0.0416
Cs1 0.094 -0.485 -0.500  1.2401
C27 3.902 -0.046 4.853  -0.0071
C28 2.204 -0.247 3.041  -0.3125
C29 -3.748 1.897 0.394  -0.1696
H31 -4.706 1.289 -3.217  0.1076
C30 4.316 -3.660 1.585  -0.1508
H32 5.545 0.971 -4.985  0.0891
H33 5.325 -3.704 1.999  0.1257
C31 -2.445 -0.708 3.426  -0.1720
H34 1.338 -7.008 1.013  0.1044
N6 -0.776 1.011 2.885  0.0815
C32 2.161 1.568 4.658  0.0303
C33 -0.393 -4.135 0.010  -0.3278
O3 1.682 0.815 -2.188  -0.2802
O4 1.719 -0.831 2.031  -0.1501
H35 3.973 -5.524 2.643  0.1205
H36 -6.505 1.491 -1.507  0.1038
C34 -4.466 1.458 -2.175  -0.0350
N7 -1.976 -2.071 1.472  0.0275
C35 -2.075 1.485 -2.816  -0.1299
C36 4.039 -1.862 3.229  -0.0079
H37 4.837 1.633 -7.272  0.0960
C37 -0.997 -0.262 3.570  -0.2270
H38 0.517 2.476 2.425  0.1260



(4)
Entry from OMol25: a molecular structure, C37H38CuN3S3Sb2 (ωB97M-V/def2-TZVPD).

Spin multiplicity: 1
Calculated total energy in eV: -133673.1825
Net charge: 0

Last column: Löwdin charge in e.
Atoms and positions in Å:
H1 -0.108 3.695 -1.596  0.0344
H2 -3.573 4.247 -2.513  0.0697
H3 -2.149 3.215 -2.423  0.0542
C1 0.492 -5.839 1.912  -0.1383
C2 0.727 -7.029 2.588  -0.0805
C3 -2.793 3.879 -1.845  -0.5351
H4 0.055 5.663 0.661  0.0710
H5 3.589 -7.975 1.048  0.0995
Sb1 3.214 0.290 0.111  1.4716
C4 -2.913 -1.748 -0.096  -0.1555
C5 5.789 -3.292 0.709  -0.0854
C6 1.566 -1.038 -3.848  -0.0643
H6 -0.484 -2.359 -2.482  0.0554
H7 1.594 5.357 -0.122  0.0644
S1 -2.268 2.259 0.398  0.8586
C7 1.362 -5.405 0.911  -0.3930
H8 0.443 5.296 -2.090  0.0642
H9 5.987 -4.014 1.492  0.1060
H10 4.257 -2.332 1.832  0.0822
H11 -0.004 -3.199 2.203  0.0414
C8 -3.582 -3.774 1.017  -0.2412
C9 6.270 -2.380 -1.458  -0.0841
C10 4.796 -2.337 0.894  -0.1380
C11 0.956 0.852 -1.912  -0.2668
Sb2 1.106 -3.581 -0.194  1.4984
H12 0.938 -1.276 3.197  0.1060
C12 2.051 -0.017 -1.703  -0.3790
C13 -3.912 -2.652 0.206  -0.2594
C14 0.357 -2.447 1.504  -0.3663
H13 -0.335 4.227 2.918  0.0783
C15 4.519 -1.399 -0.098  -0.4281
C16 1.571 -0.212 1.465  -0.3918
H14 3.161 -1.645 -2.556  0.0791
H15 7.291 -4.069 -0.613  0.1031
H16 -3.655 -5.806 -0.920  0.1138
H17 1.814 -1.779 -4.599  0.1169
C17 -3.327 -4.182 -2.283  -0.0934
C18 2.475 -6.191 0.610  -0.1568
C19 1.841 -7.800 2.279  -0.0933
H18 5.132 -0.666 -2.032  0.0913
H19 -0.514 -1.875 1.172  0.0189
C20 0.481 -0.201 -4.044  -0.0751
C21 0.597 4.949 0.039  -0.5138
H20 -0.391 2.477 2.712  0.0669
C22 -5.211 -2.471 -0.340  -0.2388
C23 -0.497 3.431 2.191  -0.5375
C24 -0.820 -3.948 -1.063  -0.3848
H21 0.820 1.707 -1.247  0.0515
H22 -0.379 -5.253 2.179  0.0781
C25 -2.432 -3.214 -2.718  -0.0941
C26 -0.101 4.748 -1.321  -0.5135
H23 -4.306 -4.260 -2.739  0.1091
C27 6.519 -3.324 -0.470  -0.0868
H24 1.634 0.616 2.174  0.0214
H25 6.848 -2.385 -2.374  0.1043
Cu1 -0.539 -0.220 -1.042  0.3235
H26 -2.708 -2.539 -3.520  0.1053
H27 -0.644 1.447 -3.248  0.1041
S2 0.884 3.441 1.018  0.8145
H28 -2.625 3.530 2.391  0.0817
H29 -4.079 2.338 -1.089  0.0761
N1 -3.284 -4.669 1.680  0.1654
C28 1.351 -1.527 2.216  -0.3402
C29 -1.186 -3.106 -2.116  -0.1941
H30 -0.129 -0.294 -4.933  0.1152
C30 -1.716 -4.933 -0.656  -0.1428
C31 5.289 -1.417 -1.264  -0.1770
C32 -3.435 3.123 -0.686  -0.5222
N2 -6.257 -2.306 -0.798  0.1297
H31 2.284 -2.049 2.430  0.0713
H32 3.161 -5.874 -0.167  0.0788
C33 2.717 -7.379 1.290  -0.0968
H33 0.038 -7.355 3.357  0.1055
H34 -4.057 3.781 -0.079  0.0810
C34 0.169 0.750 -3.077  -0.1005
H35 -1.980 4.529 1.081  0.0271
C35 -2.962 -5.046 -1.260  -0.1134
S3 -1.822 5.354 -1.410  0.8651
H36 0.678 -0.007 0.865  0.0037
C36 2.333 -0.959 -2.686  -0.1342
H37 -1.455 -5.622 0.138  0.0793
H38 2.021 -8.729 2.806  0.1007
N3 -2.063 -0.991 -0.327  0.1082
C37 -1.884 3.575 1.592  -0.5302



(5)
Entry from OMol25: a molecular structure, C37H38InN3P2S2 (ωB97M-V/def2-TZVPD).

Spin multiplicity: 1
Calculated total energy in eV: -88880.1226
Net charge: 0

Last column: natural (NBO) charge in e.
Atoms and positions in Å:
C1 4.153 0.964 -4.015  -0.2085
C2 -2.235 -0.439 -3.276  -0.5937
C3 -0.833 -0.354 3.711  -0.1185
C4 2.795 -3.926 -0.423  -0.2095
N1 -1.530 2.068 -0.593  -0.7033
H1 5.380 -4.462 1.698  0.2108
H2 -1.859 5.155 1.648  0.2022
In1 -1.231 -0.029 -1.329  1.5344
C5 -1.774 1.577 -4.281  -0.2787
H3 -1.170 -3.784 0.127  0.2464
C6 -4.108 4.017 1.172  -0.1986
C7 2.543 -0.551 -2.305  -0.3710
C8 4.629 -3.925 1.133  -0.2270
C9 4.458 -0.367 -3.765  -0.2102
C10 -3.166 1.526 -3.984  -0.2726
C11 0.843 -5.535 2.212  -0.2142
H4 1.391 1.249 -2.093  0.2096
H5 -5.740 2.368 -1.333  0.2120
H6 0.782 1.689 5.871  0.2137
H7 -2.195 -1.522 -3.268  0.2865
H8 -1.410 3.564 2.275  0.1951
H9 1.550 -2.354 3.114  0.2228
H10 5.322 -0.823 -4.230  0.2134
H11 -0.644 4.699 -0.457  0.2068
C12 2.701 -2.547 -0.322  -0.3846
H12 -3.872 2.321 -4.177  0.2104
H13 5.224 -1.999 1.877  0.2112
S1 0.381 -2.770 -2.451  -0.6515
H14 -0.191 0.047 -4.088  0.2530
H15 3.899 -2.158 -2.742  0.2243
C13 1.433 -4.479 2.891  -0.1615
H16 0.502 2.513 -0.754  0.2091
C14 3.580 -1.857 0.512  -0.2014
H17 3.509 -0.778 0.585  0.2211
S2 -2.299 -1.145 0.743  -0.5873
H18 2.791 2.571 -3.604  0.2089
N2 -3.810 2.015 -0.685  -0.6141
H19 -4.434 -0.046 -3.104  0.2195
C15 2.247 0.781 -2.562  -0.1938
C16 -0.446 -3.983 0.906  -0.1722
C17 -5.162 2.467 -0.413  -0.2058
C18 -1.205 0.379 -3.916  -0.2838
C19 -0.094 -5.287 1.219  -0.2066
C20 0.588 -0.544 -0.210  -1.6823
H20 1.116 -6.554 2.455  0.2120
H21 2.170 -4.669 3.660  0.2073
H22 -4.861 4.568 -0.754  0.2116
C21 0.140 -2.921 1.589  -0.4138
H23 -1.245 0.279 5.714  0.2149
H24 -6.121 4.202 0.433  0.2242
H25 0.454 4.409 0.900  0.2221
H26 -3.673 1.455 -1.518  0.4361
C22 -1.629 4.128 1.359  -0.2016
C23 1.171 0.527 2.715  -0.2009
C24 3.757 -4.615 0.307  -0.1581
H27 1.823 0.599 1.852  0.2417
P1 1.460 -1.600 -1.265  1.4218
H28 -1.725 -0.964 3.637  0.2218
C25 -0.296 2.617 -0.021  -0.2221
C26 3.656 -1.118 -2.921  -0.1739
H29 -1.258 2.412 -4.730  0.2155
C27 0.573 1.141 4.961  -0.2048
H30 -4.006 5.052 1.505  0.2074
C28 4.541 -2.541 1.236  -0.2100
H31 -5.629 1.826 0.341  0.1917
C29 1.083 -3.174 2.582  -0.2035
H32 2.326 1.848 3.946  0.2132
P2 -0.284 -1.223 1.107  1.4620
C30 -2.678 2.564 -0.193  0.6670
C31 -0.566 0.348 4.875  -0.2348
C32 -0.455 4.059 0.408  -0.4089
C33 0.037 -0.270 2.626  -0.4246
N3 -2.804 3.587 0.693  -0.4296
C34 1.439 1.230 3.882  -0.2105
H33 4.777 1.551 -4.676  0.2115
H34 2.105 -4.453 -1.071  0.2456
H35 -4.415 3.423 2.042  0.1904
H36 0.008 2.012 0.839  0.2099
H37 3.820 -5.692 0.230  0.2057
C35 -5.139 3.904 0.068  -0.4164
C36 3.042 1.536 -3.413  -0.2052
C37 -3.458 0.315 -3.399  -0.2913
H38 -0.551 -6.108 0.684  0.2162